This record from the Open Molecules 2025 dataset describes a structure of composition C3HO2Rb in a non-equilibrium geometry. The level of theory is wB97M-V/def2-TZVPD.

Values from the calculation:
energy above the lowest of the compared OMol25 structures with the same formula, charge and spin = 124.9 kJ/mol
charge = 0
HOMO level = -5.777 eV
strongest force on any atom = 0.040 Eh/bohr

```
7
Properties=species:S:1:pos:R:3:forces:R:3:mulliken_charge:R:1
Rb 0.442 -0.656 1.928 -0.130 0.454 -0.862 0.881
O -0.058 2.354 -3.709 -0.259 0.470 -1.213 -0.548
O -0.666 -4.258 5.133 -0.064 -0.194 0.169 -0.089
C -0.401 -3.469 4.385 0.081 0.251 -0.215 0.078
C 0.067 1.245 -1.410 -0.090 -0.105 -0.016 -0.843
C -0.029 1.775 -2.524 0.519 -0.707 1.888 0.227
H 0.644 3.009 -3.802 -0.058 -0.170 0.250 0.294
```
Positions in Å, forces in eV/Å.